Formula: C45H43Cl4CsN11O2
Source: OMol25
Level of theory: ωB97M-V with the def2-TZVPD basis set

Structure (XYZ):
```
106
Properties=species:S:1:pos:R:3
Cs -1.053 0.240 -1.781
C -3.999 -1.816 -5.897
C -4.856 -0.871 -5.344
C -4.362 0.271 -4.739
C -2.978 0.523 -4.677
C -2.124 -0.453 -5.232
C -2.629 -1.597 -5.828
N -2.415 1.582 -4.001
C -2.872 2.820 -4.175
C -3.635 3.239 -5.316
C -3.949 4.550 -5.538
C -3.570 5.565 -4.638
C -2.887 5.207 -3.506
C -2.554 3.867 -3.239
N -1.997 3.483 -2.033
N -1.673 4.395 -1.230
C -1.290 3.935 0.046
C -0.531 4.824 0.812
C -0.218 4.482 2.112
C -0.683 3.274 2.614
C -1.417 2.454 1.772
N -1.715 2.759 0.512
H -4.392 -2.708 -6.367
H -5.928 -1.034 -5.369
H -5.040 0.986 -4.289
H -1.057 -0.265 -5.202
H -1.939 -2.321 -6.248
H -3.919 2.493 -6.046
H -4.499 4.810 -6.437
H -3.829 6.598 -4.828
H -2.607 5.952 -2.773
H -0.223 5.759 0.365
H 0.368 5.149 2.732
H -0.487 2.965 3.632
H -1.771 1.493 2.120
N -3.321 -0.962 1.744
C -4.545 -1.304 1.253
C -5.700 -1.215 2.005
C -6.927 -1.684 1.509
C -7.022 -2.261 0.274
C -5.866 -2.349 -0.536
C -5.877 -2.930 -1.826
C -4.733 -2.964 -2.564
C -3.565 -2.378 -2.032
N -3.515 -1.826 -0.847
C -4.632 -1.839 -0.074
H -3.260 -0.336 2.525
H -2.522 -0.988 1.134
H -5.650 -0.802 3.005
H -7.807 -1.597 2.135
H -7.963 -2.643 -0.101
H -6.804 -3.342 -2.209
H -4.700 -3.397 -3.553
H -2.648 -2.381 -2.613
Cl 0.531 -3.811 -4.356
C 1.517 -2.614 -3.513
Cl 1.778 -1.228 -4.609
Cl 3.090 -3.343 -3.111
C 0.803 -2.164 -2.260
N -0.237 -2.428 -1.763
C 4.600 2.353 4.415
C 3.602 1.463 3.656
C 2.211 1.748 4.249
C 3.619 1.898 2.187
C 3.991 -0.050 3.808
O 3.809 -0.475 5.162
C 5.470 -0.283 3.427
C 5.963 -1.739 3.535
C 5.881 -2.551 2.262
C 6.521 -2.116 1.106
C 6.487 -2.860 -0.061
C 5.802 -4.062 -0.072
Cl 5.770 -5.015 -1.527
C 5.148 -4.521 1.058
C 5.198 -3.761 2.217
C 3.155 -1.019 2.959
N 1.713 -0.890 2.999
C 0.888 -0.469 2.027
N -0.365 -0.571 2.413
C -0.247 -1.074 3.667
N 0.988 -1.300 4.056
H 4.278 3.392 4.332
H 5.609 2.293 4.008
H 4.642 2.123 5.484
H 2.121 2.820 4.436
H 2.060 1.214 5.185
H 1.410 1.476 3.567
H 3.261 2.927 2.112
H 2.970 1.286 1.562
H 4.621 1.862 1.758
H 4.330 0.104 5.729
H 6.069 0.323 4.109
H 5.659 0.096 2.422
H 5.425 -2.243 4.341
H 7.011 -1.719 3.847
H 7.058 -1.175 1.108
H 6.976 -2.511 -0.959
H 4.608 -5.456 1.027
H 4.688 -4.120 3.104
H 3.380 -2.026 3.305
H 3.454 -0.949 1.915
H 1.245 -0.130 1.067
H -1.092 -1.310 4.293
O 3.739 -0.959 -0.271
C 2.777 -0.963 -0.970
N 1.804 -0.885 -1.656
```

Charge: -1
ΔE to the lowest compared entry with this formula, charge and spin in kcal per mole: 28.2
HOMO-LUMO gap in eV: 5.955
HOMO in eV: -4.00

=====

Formula: H2N2O3S
Source: OMol25
Level of theory: ωB97M-V with the def2-TZVPD basis set

Structure (XYZ):
```
8
Properties=species:S:1:pos:R:3
N -0.078 0.507 0.248
N 2.426 -0.830 -0.017
O 2.424 -1.633 0.875
O 2.617 -0.969 -1.187
O 2.393 1.804 -0.535
S 2.019 0.961 0.547
H -0.112 0.288 -0.742
H -0.199 -0.348 0.779
```

Charge: 0
ΔE to the lowest compared entry with this formula, charge and spin in kcal per mole: 60.5
HOMO-LUMO gap in eV: 9.580
HOMO in eV: -10.70